1.
A cluster of 2 separate species, C9H14 in total. Source: OMol25; level of theory: wB97M-V/def2-TZVPD.

```
23
Properties=species:S:1:pos:R:3:forces:R:3
C -0.43993 1.20643 -0.67490 0.4 -2.2 -1.1
C -0.46168 0.26128 2.90910 -0.1 0.7 0.6
C -0.69380 1.06566 1.81444 2.5 -7.8 -1.4
C -0.16486 -1.09032 2.82496 0.5 0.2 5.3
C -0.41762 0.40140 0.57852 -1.0 1.7 0.5
C 0.10173 -1.65215 1.65555 0.1 -3.6 -3.9
C -0.08542 -0.92877 0.49682 0.0 1.4 -1.5
H -0.37048 0.69760 3.89552 -0.6 0.1 0.1
H -0.91181 1.99146 1.94454 -1.3 6.0 0.3
H -0.04562 -1.55221 3.90638 -0.1 0.3 -2.7
H 0.35634 -2.70184 1.34030 -0.1 0.8 1.6
H 0.55199 1.10959 -1.13977 -0.3 -0.1 -0.1
H -0.48764 2.20175 -0.40574 -0.8 2.3 0.1
H 0.02943 -1.23976 -0.58878 0.2 -0.4 1.8
H -1.20608 0.82666 -1.40759 0.6 0.8 0.8
C 1.47533 -0.20434 -3.31644 -2.8 2.5 3.0
C 0.20306 0.49785 -3.92277 1.4 2.5 0.0
H 1.12130 -0.61206 -2.34709 0.7 -1.0 -0.9
H 1.73376 -0.76581 -4.10616 1.6 -3.1 -1.9
H 2.31892 0.44087 -3.00575 -0.7 0.2 -0.6
H 0.67188 1.18672 -4.67843 -1.0 -0.4 0.3
H -0.58474 -0.07880 -4.43144 0.7 -0.4 0.4
H -0.27812 1.15356 -3.16756 0.2 -0.4 -0.7
```
Forces are in eV/Å.

- HOMO energy: -0.3295 Ha
- Relative energy (zero: lowest compared OMol25 entry of this formula, charge and spin): 52.5 kcal/mol
- E_tot: -351.2465 Eh
- 2S+1: 1
- Frontier orbital gap: 9.973 eV
- SMILES string: Cc1ccccc1.CC
- Total charge: 0

Atomic partial charges in e from the Mulliken method, atoms 1 to 2: -0.98, -0.22



2.
A cluster of 2 separate species, C9H14 in total. Source: OMol25; level of theory: wB97M-V/def2-TZVPD.

```
23
Properties=species:S:1:pos:R:3:forces:R:3
C 2.96852 -1.62177 -0.65109 -0.6 0.1 -0.7
C 2.25319 -0.62341 0.25003 0.4 1.3 0.2
H 2.19343 -1.89222 -1.36404 0.1 -0.9 -0.1
H 3.73234 -1.18122 -1.30768 0.0 0.1 0.6
H 3.37784 -2.49185 -0.14047 -0.1 0.0 -0.1
H 2.05397 -0.89775 1.28075 -0.1 -0.6 0.0
H 1.31001 -0.29061 -0.19443 0.1 -0.2 0.2
H 2.85379 0.27951 0.36221 0.1 0.2 0.0
C -0.15808 2.09262 -1.01230 -0.6 -0.8 -0.3
C -2.53031 -0.78421 -0.18107 -0.6 -0.5 0.7
C -1.84437 0.18079 -0.89134 0.5 -0.7 -1.1
C -2.60699 -0.74636 1.21148 0.6 0.5 -0.4
C -1.01573 1.11044 -0.25367 0.4 -0.7 0.3
C -1.82255 0.20539 1.84997 0.8 -0.1 0.1
C -0.92128 1.00853 1.12089 -1.1 0.1 0.2
H -3.02835 -1.65365 -0.60336 0.0 0.5 -0.7
H -1.79268 0.04484 -1.98359 -0.2 0.4 0.5
H -3.19077 -1.51333 1.71291 0.1 0.4 0.2
H -1.79154 0.27567 2.92682 0.0 -0.1 0.2
H 0.41923 2.76722 -0.38080 -0.5 0.3 0.0
H -0.86493 2.53029 -1.71366 0.4 0.9 0.0
H -0.16436 1.61365 1.59199 -0.1 0.2 0.5
H 0.56961 1.58741 -1.62956 0.3 -0.4 -0.2
```
Forces are in eV/Å.

- HOMO energy: -0.3326 Ha
- Relative energy (zero: lowest compared OMol25 entry of this formula, charge and spin): 16.1 kcal/mol
- E_tot: -351.3046 Eh
- 2S+1: 1
- Frontier orbital gap: 10.050 eV
- SMILES string: Cc1ccccc1.CC
- Total charge: 0

Atomic partial charges in e from the Mulliken method, atoms 1 to 2: -0.95, -0.44



3.
A cluster of 2 separate species, C9H14 in total. Source: OMol25; level of theory: wB97M-V/def2-TZVPD.

```
23
Properties=species:S:1:pos:R:3:forces:R:3
C -3.52966 0.54267 1.42650 -0.1 1.3 1.2
C -3.14526 0.54083 -0.05270 0.0 0.0 0.5
H -4.01978 1.50211 1.71151 0.1 -0.5 -0.4
H -4.17903 -0.22397 1.87191 0.3 -0.1 -0.6
H -2.60776 0.59972 2.01759 -0.2 -0.5 0.1
H -3.34243 -0.41129 -0.54563 0.2 -0.2 0.1
H -2.04575 0.75194 -0.07511 -1.6 0.2 -0.4
H -3.76835 1.25597 -0.59749 0.5 0.2 0.0
C 2.31822 -1.61309 1.40818 -1.7 0.6 0.7
C 1.69908 1.10120 -1.21017 0.4 1.9 0.7
C 2.29490 0.29071 -0.27230 -0.9 -1.8 1.0
C 0.36537 0.95849 -1.53626 -1.7 -1.3 0.7
C 1.58613 -0.72970 0.39300 0.3 -0.5 -1.1
C -0.34561 -0.11602 -0.96611 1.8 -1.6 0.4
C 0.26839 -0.94959 -0.00593 0.6 0.9 -0.8
H 2.24764 2.02945 -1.42434 -0.2 -0.6 -0.7
H 3.32027 0.29212 0.00887 0.9 0.8 -0.1
H -0.27284 1.60172 -2.11882 0.7 0.5 -0.5
H -1.28354 -0.55151 -1.27581 -0.1 0.9 -0.5
H 3.29103 -1.98794 1.08038 -0.2 0.2 0.1
H 1.65658 -2.43688 1.78881 0.7 0.6 -0.6
H -0.23744 -1.83968 0.29532 -0.4 -0.4 0.5
H 2.39365 -0.92108 2.26526 0.6 -0.5 0.0
```
Forces are in eV/Å.

- HOMO energy: -0.3273 Ha
- Relative energy (zero: lowest compared OMol25 entry of this formula, charge and spin): 28.8 kcal/mol
- E_tot: -351.2842 Eh
- 2S+1: 1
- Frontier orbital gap: 9.888 eV
- SMILES string: Cc1ccccc1.CC
- Total charge: 0

Atomic partial charges in e from the Mulliken method, atoms 1 to 2: -0.96, -0.46